# 1
A structure of composition C48H71BrClN2O34P2 at a distorted geometry. Source: OMol25; level of theory: the ωB97M-V functional and the def2-TZVPD basis.

Values from the calculation:
- Kohn-Sham gap (eV) = 5.8971
- charge = +1
- LUMO energy (eV) = -4.0
- max |F| (hartree/bohr) = 0.319
- molar mass (g mol⁻¹) = 1397.38
- highest occupied orbital energy (eV) = -9.88

```
159
Properties=species:S:1:pos:R:3:forces:R:3:lowdin_charge:R:1
H -4.57823 -4.47295 -0.80914 0.00 -0.01 0.01 0.119
C 3.79912 2.67124 -2.03978 0.87 -0.41 0.70 -0.096
H -2.26134 3.38257 8.00470 0.00 0.04 -0.02 0.135
H -4.46727 -6.23945 -0.79991 0.03 -0.04 -0.17 0.134
H 0.03774 -2.84192 -5.38994 -0.03 0.02 0.05 0.134
C -10.10781 -6.82702 2.04959 -0.20 -0.05 -0.01 -0.098
C 1.25432 3.27446 -3.55892 0.85 0.12 -0.51 -0.173
O 6.69923 2.12080 -1.79827 -0.80 0.71 -0.39 0.138
H -0.21947 1.88395 -2.19974 -0.17 -0.13 0.13 0.070
H 1.75920 -3.22133 -5.26398 0.05 -0.02 0.19 0.119
H 4.14418 -6.45157 1.68340 0.03 0.01 -0.03 0.134
H -4.55231 -9.46260 5.66251 -0.03 -0.03 -0.01 0.131
C -1.23678 4.72054 5.77113 -0.38 -0.19 0.16 -0.558
H 1.78541 2.34731 -3.72834 -0.05 -0.25 0.04 0.092
H -1.98012 2.45839 -4.11627 -0.09 -0.13 -0.08 0.112
H 2.69246 -7.34162 1.18748 0.05 -0.13 -0.12 0.137
H 0.80636 10.04467 7.75994 0.16 0.08 -0.08 0.133
H 6.32133 4.89005 -1.28152 -0.11 0.04 0.17 0.080
Br 2.42875 8.07470 0.22845 0.21 -0.28 0.10 0.904
O -2.47395 -4.14430 0.74388 -0.73 -0.25 0.00 0.142
C 1.30034 7.92123 7.90768 -0.07 -0.02 0.10 -0.109
Cl -0.02132 6.48223 -3.92901 -0.20 -0.19 0.17 0.408
H 3.61965 -4.59215 -10.01556 -0.02 0.03 0.03 0.135
H -10.35022 -7.30281 4.16767 0.19 -0.11 0.04 0.137
H -0.27548 -1.13570 1.71703 -0.14 -0.06 -0.04 0.153
H 2.04061 4.02794 2.18101 0.18 -0.25 -0.19 0.078
H 3.01304 -4.66760 0.49971 0.08 0.03 -0.07 0.114
O 4.35114 -7.53782 -0.05694 0.00 0.16 -0.05 0.067
H -2.64732 5.71698 1.57045 -0.12 0.04 -0.26 0.094
O 1.98185 9.30614 6.20914 -0.06 -0.03 0.05 0.065
H 0.08247 2.26646 -5.00493 -0.03 -0.25 -0.05 0.095
H 2.95690 4.27932 3.63235 0.40 0.01 0.05 0.085
P 3.78000 5.75216 1.93357 0.38 1.11 1.04 0.983
C -0.24022 -1.58581 0.72312 -2.29 -0.81 -0.13 -0.102
C -1.86343 4.22248 -0.30035 1.04 0.32 0.56 -0.189
O 2.75853 -2.38318 -0.72030 0.27 0.58 0.32 0.042
C -6.50232 -5.47837 -0.61473 0.05 0.01 -0.08 -0.123
C -1.28753 3.12171 -3.60449 -0.37 -0.67 0.25 -0.184
O -7.22734 -4.83638 -1.67767 0.10 -0.04 0.00 0.063
H -9.99543 -5.59319 3.84491 0.03 0.02 -0.04 0.133
H 0.89368 -1.05245 -6.75982 -0.14 0.12 0.08 0.136
H -6.65782 -4.96232 0.32301 -0.12 0.14 -0.04 0.118
H 0.45368 7.32239 8.23108 0.05 -0.14 -0.14 0.131
H -1.90400 2.06311 -1.82123 -0.16 -0.11 0.08 0.117
H -6.85334 -6.50329 -0.51748 -0.04 -0.02 -0.02 0.124
O 0.69960 -3.89770 -7.60432 -0.04 0.18 0.06 0.163
O -8.40375 -6.87268 3.58061 0.00 0.10 -0.03 0.061
O 2.08417 7.20740 6.94334 0.00 0.11 0.06 0.058
C 1.35970 5.68955 3.34987 0.31 -0.37 -0.21 -0.144
H -0.43021 4.61775 -1.84303 0.01 0.22 0.04 0.061
O 3.64767 -0.69600 0.44012 -0.02 -0.40 0.12 0.090
C 3.13470 -5.59684 -0.04846 -0.32 0.06 0.13 -0.118
C 2.73105 6.39709 -0.56714 -0.44 0.61 -0.56 -0.642
C -0.00067 3.17818 -4.42915 0.08 0.63 0.05 -0.182
O 2.87752 -4.38936 -7.31335 0.00 0.01 -0.05 0.042
H 1.02551 3.29818 -2.50213 -0.11 -0.13 -0.14 0.065
C -7.09326 -9.62186 4.49919 0.01 0.12 -0.05 -0.584
H 7.65150 4.41089 -2.32018 0.26 0.16 -0.02 0.096
C -6.49109 -4.92802 -2.80824 0.06 -0.03 0.12 -0.582
H 5.38496 -1.74276 0.05076 -0.04 -0.03 0.00 0.140
C -5.00604 -8.85744 4.87502 0.17 0.06 0.01 -0.113
H 3.20951 3.92475 -4.21682 0.40 -0.01 0.06 0.118
H -4.50071 -7.89672 4.82544 -0.17 0.09 0.01 0.134
H 0.04317 -0.82976 -0.00467 -0.46 -0.09 -0.25 0.135
H 2.98647 2.11366 -2.47038 0.04 -0.02 -0.36 0.112
H 1.03689 -2.99692 -0.33094 -0.74 -0.26 0.34 0.149
O -8.85361 -6.49299 1.43730 -0.03 0.00 0.04 0.059
H -10.34475 -7.86516 1.81440 0.05 -0.02 0.03 0.137
H 6.12020 5.32706 1.66554 0.25 0.09 0.04 0.032
H 2.22206 -5.79896 -0.61170 0.00 0.00 0.01 0.143
C -0.73078 3.77729 -1.21773 0.04 -0.56 -0.73 -0.169
H 0.97162 5.24299 4.25725 0.27 0.17 -0.09 0.051
P 1.53678 7.46230 -3.03079 0.80 0.73 -0.48 0.627
C -5.07596 -5.39496 -1.10950 0.11 0.06 0.17 -0.106
C 5.31039 4.77472 2.12602 -0.66 -0.23 -0.88 -0.269
H 3.47861 -1.27877 -2.30492 -0.10 -0.02 0.10 0.129
H -1.82364 4.06336 -3.52220 0.15 0.36 -0.15 0.092
O 0.97088 -2.07305 -3.70867 0.08 0.14 0.00 0.069
O -1.41743 4.09776 1.05465 -0.11 0.05 -0.22 -0.182
H -0.02752 9.02059 6.57464 0.03 -0.06 -0.02 0.133
O 3.37328 7.84300 5.21608 0.14 -0.05 -0.21 0.138
C 1.70082 -4.41146 -7.98756 0.03 -0.16 -0.15 -0.562
N 3.66938 4.26270 -0.30625 -0.44 0.62 -0.45 0.163
N 3.33492 5.47154 0.16177 0.27 -0.51 0.55 -0.234
H 3.33958 -6.33442 -9.83494 -0.19 -0.03 0.01 0.136
C 0.70431 -0.76002 -3.64115 -0.07 -0.30 -0.22 -0.570
O -2.54602 4.54544 5.45738 0.34 -0.10 0.16 0.054
C 2.55952 8.09669 6.04452 -0.10 -0.09 0.10 -0.582
C -5.05121 -9.57534 3.54307 0.18 0.05 -0.15 -0.114
H -0.02899 3.97134 -5.16953 -0.05 0.25 -0.08 0.084
O 5.66931 -7.01453 -1.80764 0.15 -0.01 -0.16 0.172
C -1.93404 2.99242 7.03981 -0.15 -0.16 0.12 -0.109
O 4.23066 -5.50207 -0.96319 0.04 0.01 0.07 0.044
C 6.08393 3.03418 -2.29394 1.04 -1.14 0.65 -0.487
C 2.48723 4.80116 2.80326 -0.53 -0.10 -0.33 -0.375
H -0.92769 5.91665 1.98117 -0.23 0.08 -0.47 0.060
H 1.92818 8.14969 8.76999 0.03 0.03 -0.02 0.134
O 0.66706 8.41188 -2.06089 -0.26 -0.20 -0.15 -0.431
H -1.93878 4.81309 2.86864 0.03 -0.03 0.22 0.078
C 3.21088 -5.36487 -9.36297 0.15 -0.06 -0.10 -0.104
H -2.77708 3.65158 -0.44156 -0.16 -0.06 -0.08 0.127
H 0.15137 3.53019 -0.63285 -0.02 0.00 0.53 0.107
C 2.33294 6.16882 -1.91525 -0.42 -0.78 0.60 -0.298
C 2.60346 -1.55568 0.34181 2.69 2.01 -1.64 -0.454
O -1.52734 -2.13157 0.41570 -0.52 0.11 0.03 0.075
O -6.71449 -6.64494 2.11868 0.14 -0.10 0.08 0.145
H -10.90015 -6.18554 1.67436 0.14 0.10 -0.12 0.134
H 5.23744 3.79092 1.67525 0.09 -0.26 0.11 0.031
H 4.17580 2.07860 -1.20898 -0.26 0.08 0.42 0.126
C 3.36836 4.03201 -1.55153 -0.03 -0.80 -0.16 -0.170
C 1.01128 -2.45526 -5.09958 -0.05 -0.20 -0.11 -0.103
H -0.24428 8.09488 -2.00036 -0.12 0.14 0.28 0.041
O -0.56125 5.61144 5.37071 -0.36 0.33 0.31 0.133
C -1.03183 2.60085 -2.18006 -0.50 0.48 0.08 -0.190
C -9.81075 -6.61833 3.51931 -0.21 -0.03 0.10 -0.100
O 0.43904 -0.17710 -2.63448 0.25 0.15 0.19 0.144
O -5.24702 -5.38718 -2.53570 -0.08 -0.01 0.05 0.057
C -1.51402 -3.44684 0.73240 0.97 -0.30 0.09 -0.576
C 3.86425 -1.90790 -1.49941 0.33 0.14 -0.30 -0.074
O 1.82109 -5.09257 -9.14169 0.08 0.02 0.05 0.078
H -2.85914 2.53504 5.11840 0.05 0.01 0.01 0.136
C -7.88202 -6.66668 2.35873 -0.04 -0.08 0.09 -0.565
C 4.83631 -6.71870 -1.02046 -0.10 -0.10 0.14 -0.571
H 3.73164 -6.26266 -7.44545 -0.05 0.00 0.00 0.137
H 5.47328 4.69880 3.19412 0.06 0.04 0.23 0.049
H 2.05316 5.16502 -4.47584 -0.21 0.12 0.01 0.064
H 1.70406 6.69478 3.56113 0.05 0.17 0.18 0.054
H 4.41668 -2.73835 -1.93103 -0.18 -0.17 0.15 0.140
O -6.39329 -8.68004 5.17092 0.06 -0.12 0.03 0.055
H -3.96430 3.27250 6.29481 -0.01 0.18 -0.06 0.135
C -1.74065 5.19777 1.87322 -0.42 -0.21 0.61 -0.108
O -6.29981 -10.27390 3.61726 0.06 0.07 0.05 0.063
C 0.65057 -2.80571 0.67207 -4.46 -5.52 -0.43 -0.259
O -0.80085 3.74638 6.59831 -0.01 0.08 -0.09 0.070
O 1.67625 -1.58368 1.08195 9.83 13.11 0.22 0.051
O 0.77787 -0.18329 -4.86248 0.08 -0.01 0.13 0.048
H -4.23059 -10.27429 3.40370 -0.13 -0.15 0.02 0.130
H -2.03673 5.28203 -0.47010 -0.43 0.13 -0.20 0.109
O 4.89181 2.78459 -2.95377 -0.21 0.55 -0.25 -0.016
C 6.57523 4.45304 -2.24207 -0.30 -0.33 -0.51 0.037
H 1.48112 -2.75814 1.37093 -2.31 -6.79 2.02 0.091
C 1.34004 -1.14564 -5.77466 0.08 -0.09 -0.23 -0.095
H -5.08453 -8.88425 2.69958 -0.06 0.04 0.05 0.123
C 3.77738 -5.30234 -7.96001 0.16 -0.12 -0.01 -0.105
H 6.14186 5.03850 -3.04562 0.01 0.18 -0.04 0.091
H 4.79588 -4.92650 -7.92360 -0.06 0.16 0.09 0.133
C 0.89745 9.16006 7.13616 -0.15 0.07 0.07 -0.108
O -0.25773 -3.85826 1.02716 -2.40 -1.25 -0.81 0.070
C 2.34225 4.39476 -3.77563 -0.54 -0.29 -0.18 -0.126
C -2.93837 3.25083 5.93808 -0.24 -0.16 -0.03 -0.106
H 2.41508 -0.96858 -5.84939 -0.01 0.01 0.06 0.135
H 5.17716 -0.26740 -0.91154 -0.09 0.10 0.12 0.121
C 2.67266 4.92156 -2.41909 0.42 0.50 0.01 -0.148
H -1.67704 1.94254 7.14872 0.17 0.04 -0.06 0.135
H 0.51793 5.73422 2.66821 0.40 0.08 -0.05 0.025
C 3.53781 -6.76034 0.83013 -0.04 0.00 0.10 -0.105
C 4.66165 -1.12394 -0.48199 0.42 -0.02 -0.09 -0.089
O -8.24952 -9.84116 4.65472 -0.19 -0.04 0.02 0.157
O -6.88021 -4.64255 -3.89330 -0.06 0.06 -0.18 0.154
```
Forces are in eV/Å.

---

# 2
A structure of composition C20H47AlBrO11P2 at a distorted geometry. Source: OMol25; level of theory: the ωB97M-V functional and the def2-TZVPD basis.

Values from the calculation:
- Kohn-Sham gap (eV) = 5.5385
- charge = -1
- LUMO energy (eV) = 1.3
- max |F| (hartree/bohr) = 0.133
- molar mass (g mol⁻¹) = 632.42
- highest occupied orbital energy (eV) = -4.21

```
82
Properties=species:S:1:pos:R:3:forces:R:3:lowdin_charge:R:1
C 5.89493 -7.23894 1.32710 0.15 0.89 -0.01 -0.078
H -3.30650 2.52399 -1.76998 -0.09 -0.08 -0.11 0.112
O 4.49088 -5.47916 0.54811 0.64 0.25 0.08 -0.137
H -2.95764 -3.13194 -3.58761 -0.01 0.08 0.09 0.080
H 3.67550 5.64317 2.84879 0.04 -0.06 0.01 0.072
H 0.51703 -4.23366 -0.74616 0.13 0.23 -0.02 0.026
H 6.33038 -5.15212 1.42221 -0.06 0.10 0.05 0.107
C -2.39641 5.27863 0.59224 -0.10 -0.14 0.07 -0.076
H -1.88541 7.36382 0.50320 0.06 0.04 0.10 0.114
H 0.52332 -4.45766 3.69735 0.03 -0.06 -0.06 -0.028
H 4.20738 4.43182 4.02561 -0.02 -0.02 -0.03 0.079
H -0.47489 1.51556 -2.36461 0.01 0.03 0.08 0.076
H -1.22516 -4.28478 3.83949 0.02 -0.04 0.04 -0.032
H -3.73480 -3.04664 -5.16469 0.05 0.12 -0.04 0.115
H -2.93019 5.23269 -0.35897 -0.01 0.03 0.01 0.075
H 1.09294 9.25844 3.12337 0.20 -0.15 -0.13 0.118
H 1.67863 7.67532 5.02250 0.02 0.09 -0.01 0.071
H 3.17688 -3.45381 1.90499 -0.28 0.39 0.00 0.119
H -0.70512 6.30594 -0.26450 0.05 -0.07 0.05 0.104
H -2.10906 -4.18888 0.98808 -0.16 -0.08 0.14 -0.077
H 6.70727 -7.40676 2.03694 -0.06 -0.37 -0.01 0.067
C -2.63960 1.70206 -5.94209 -0.31 0.03 0.28 -0.074
H 0.23664 -7.29762 0.53776 0.01 0.03 -0.17 0.064
C 3.38964 5.10037 3.75471 -0.04 0.13 -0.09 -0.079
H -3.12184 5.42596 1.39367 -0.02 0.06 -0.04 0.077
H 2.80074 -2.60417 0.34938 -0.06 0.05 0.07 0.113
C -5.09850 -2.88889 -3.51315 -0.17 0.10 0.03 -0.075
H 5.07319 -5.68474 2.55835 -0.23 0.25 -0.10 0.120
C -1.60586 -7.14047 -0.53772 0.87 -2.09 0.91 -0.831
P -2.37298 -0.51729 -3.30696 -6.31 0.84 -2.16 0.588
C 3.02741 -3.56693 0.81682 1.21 -0.93 0.47 -0.245
Br -2.12259 -5.62084 -1.70210 0.12 0.00 -0.07 0.601
C -2.04801 0.31020 -5.87565 0.23 0.16 -0.95 -0.272
C -1.37939 6.39840 0.58695 -0.26 -0.23 -0.01 -0.288
H -2.81574 1.97872 -6.98365 0.09 -0.08 -0.02 0.077
O 0.99658 5.17218 3.27526 0.42 0.49 -0.55 -0.207
O -1.96667 -8.23026 -0.87802 -0.34 0.95 -0.33 -0.031
H -5.27788 -3.95765 -3.38794 0.04 0.00 -0.01 0.076
H -1.96919 2.43377 -5.49116 0.05 -0.02 -0.06 0.070
H -0.38723 8.38584 2.87177 0.00 -0.36 -0.15 0.110
O 2.06317 -4.54123 0.58501 -0.32 0.79 -0.27 -0.225
P 0.92675 5.95518 1.84394 -5.80 -0.96 3.47 0.576
C 0.73625 -4.00605 0.30917 -0.82 -0.83 -0.03 -0.261
H -0.50049 -5.89720 3.82011 0.03 0.06 0.10 -0.029
C 4.38166 -4.09763 0.27511 -1.29 0.42 -0.29 -0.196
H -2.55105 1.12587 -1.01108 -0.01 -0.07 -0.06 0.114
O -3.08720 0.92738 -3.00293 0.67 -0.32 -0.17 -0.213
H 6.28599 -7.30882 0.31234 0.00 -0.27 -0.01 0.071
H -5.89423 -2.46852 -4.13239 0.02 -0.05 -0.05 0.071
H 0.25946 8.70418 5.29872 0.04 0.07 -0.09 0.080
H 5.08113 -7.94459 1.46644 0.00 -0.05 0.05 0.074
O 0.88065 4.86422 0.83186 3.04 1.60 -0.96 -0.210
C 5.44323 -5.79056 1.52972 0.29 -0.81 -0.01 -0.302
O -0.65637 6.39898 1.82131 0.54 0.25 0.06 -0.241
C -0.77114 -6.92365 0.72579 -1.00 1.44 -0.57 -0.223
H 2.22763 3.59598 2.72577 -0.07 0.05 -0.03 0.113
C -2.58627 1.71985 -1.92792 0.09 0.17 0.28 -0.283
C 0.66131 7.88863 4.69486 -0.14 -0.42 0.02 -0.070
C 0.63134 8.27394 3.23215 -0.09 0.96 0.40 -0.266
H -1.19917 0.26213 -6.56287 0.14 -0.01 0.22 0.117
O -1.50680 -0.01480 -4.59689 1.69 -0.96 2.26 -0.215
C -1.22133 2.30488 -2.24049 0.05 -0.06 -0.06 -0.072
H -2.75335 -0.43778 -6.22721 -0.10 -0.08 0.35 0.110
C -0.43282 -4.89174 3.38619 -0.10 -0.10 -0.21 -0.227
O -2.58487 -1.28919 -2.05681 3.52 0.14 -0.02 -0.191
H -3.59335 1.75460 -5.41888 0.02 -0.01 0.06 0.074
H 0.66669 -2.91646 0.41473 0.34 -0.01 0.10 0.043
H 4.37253 -3.94828 -0.80928 0.13 -0.27 -0.04 0.118
H 1.86301 3.75305 4.43957 -0.15 0.07 -0.02 0.120
H 3.26276 5.83914 4.54619 0.00 -0.04 0.04 0.068
C -3.74986 -2.63914 -4.15034 -0.27 -0.11 0.14 -0.284
C 2.10897 4.31540 3.53934 0.26 -0.26 0.08 -0.275
O -3.51527 -1.22719 -4.25214 0.51 0.28 -0.11 -0.245
H -1.24637 2.87333 -3.17100 -0.04 0.04 0.02 0.068
H -5.16319 -2.40692 -2.53815 0.16 -0.08 0.05 0.079
O 1.40936 7.40699 2.40150 1.85 -1.16 -2.11 -0.215
H 5.21358 -3.51913 0.69116 0.04 -0.07 0.05 0.109
H 0.05546 7.00432 4.88668 0.03 -0.04 -0.03 0.076
H -1.91920 4.31514 0.77070 0.12 0.04 -0.10 0.074
Al -0.74025 -4.95594 1.37884 0.55 0.28 0.16 0.276
H -0.89188 2.96372 -1.43504 0.01 -0.04 0.02 0.067
H -1.25516 -7.57572 1.45650 0.12 -0.17 -0.04 0.050
```
Forces are in eV/Å.